(1)
{"formula": "C10H19P", "method": "the ωB97M-V functional and the def2-TZVPD basis", "relative_energy_kj_mol": 172.6, "symbols": ["C", "C", "C", "P", "C", "C", "C", "C", "C", "C", "C", "H", "H", "H", "H", "H", "H", "H", "H", "H", "H", "H", "H", "H", "H", "H", "H", "H", "H", "H"], "positions_angstrom": [[3.148143, 2.776541, -1.402509], [3.004208, 1.799441, -0.511606], [4.022029, 0.720198, -0.297465], [1.553966, 1.803696, 0.509122], [0.698661, 0.384546, 0.162181], [-0.822028, -0.244912, 1.013755], [-0.241366, -1.391706, 1.865832], [-1.862816, -0.647387, 0.048543], [-2.198827, 0.594757, -0.772115], [-1.488879, -1.785368, -0.893429], [-3.140943, -0.963650, 0.857211], [2.568342, 3.729045, -1.389111], [3.826861, 2.799080, -2.247646], [4.374668, 0.723233, 0.683680], [3.594822, -0.209188, -0.604099], [4.887567, 0.889538, -0.904333], [1.002452, -0.183872, -0.739422], [-1.101267, 0.661547, 1.606704], [-0.927868, -2.228727, 1.957400], [0.693171, -1.686919, 1.467081], [-0.101062, -1.222488, 2.938229], [-1.410173, 0.737630, -1.606088], [-2.214004, 1.438557, -0.200134], [-3.242337, 0.562955, -1.190527], [-1.744715, -2.781549, -0.482820], [-0.406728, -1.550599, -1.259235], [-2.090669, -1.715452, -1.718425], [-3.005949, -1.582398, 1.734463], [-3.812086, -1.525007, 0.269196], [-3.563173, 0.098458, 1.105568]], "forces_ev_per_a": [[-0.55, 1.49, -0.38], [0.71, 0.01, -0.79], [-0.61, 0.44, -1.97], [-2.03, -0.60, 1.50], [-1.70, 0.04, 0.38], [4.85, 1.73, 0.27], [-1.21, 0.28, 0.94], [-1.42, 0.34, -0.34], [0.15, -1.76, -3.43], [2.54, 0.28, 1.47], [0.25, 2.41, 0.53], [-0.21, -1.13, 0.08], [0.68, -0.33, 0.42], [0.21, -0.30, 1.83], [-0.13, -0.97, 0.26], [0.54, 0.19, -0.60], [-0.14, -0.08, 0.76], [-0.04, -0.90, -0.39], [-0.10, -0.37, -0.72], [0.82, -0.68, -0.36], [0.27, 0.90, -0.20], [-1.41, -0.11, 1.15], [0.31, 2.39, 1.76], [1.04, -0.36, -0.09], [1.05, 0.36, 0.03], [-1.79, -1.29, 0.69], [-1.56, 0.32, -2.30], [0.33, 0.21, 0.46], [-1.10, -0.28, -0.99], [0.27, -2.24, 0.03]]}

(2)
{"formula": "C2H4N2O", "method": "the ωB97M-V functional and the def2-TZVPD basis", "relative_energy_kj_mol": 199.4, "symbols": ["C", "N", "N", "C", "O", "H", "H", "H", "H"], "positions_angstrom": [[0.171172, -1.393873, 1.273331], [-0.804908, -0.573761, 1.042628], [-0.682576, 0.227998, -0.088682], [0.549555, 0.445560, -0.725184], [0.604909, 1.325932, -1.542920], [-0.089105, -1.933496, 2.253350], [1.188279, -1.425393, 0.709734], [-1.295001, 1.055234, -0.229776], [1.444578, -0.193583, -0.356448]], "forces_ev_per_a": [[-0.78, 0.37, 1.46], [1.28, -0.27, -0.95], [1.28, 0.25, -0.22], [-0.40, 0.08, 0.81], [0.73, -0.15, -0.34], [1.20, 0.36, -1.74], [-2.17, -0.58, 1.38], [0.24, -1.27, 0.60], [-1.38, 1.21, -1.00]]}

(3)
{"formula": "C23H57ClN3O4P2", "method": "the ωB97M-V functional and the def2-TZVPD basis", "total_charge": -1, "symbols": ["O", "P", "Cl", "P", "O", "C", "C", "C", "C", "C", "O", "O", "H", "H", "H", "H", "H", "H", "H", "H", "H", "H", "H", "H", "C", "C", "N", "C", "C", "C", "C", "H", "H", "H", "H", "H", "H", "H", "H", "H", "H", "H", "H", "H", "H", "H", "C", "C", "N", "C", "C", "C", "C", "H", "H", "H", "H", "H", "H", "H", "H", "H", "H", "H", "H", "H", "H", "H", "C", "C", "N", "C", "C", "C", "C", "H", "H", "H", "H", "H", "H", "H", "H", "H", "H", "H", "H", "H", "H", "H"], "positions_angstrom": [[-5.179253, -1.019175, 1.063793], [-3.676439, -0.208690, 1.185815], [-2.798456, -0.461348, -0.770949], [-2.334919, -1.295542, 2.619363], [-1.244123, -1.562071, 1.265148], [-0.052017, -2.008303, 1.940168], [-0.361331, -2.858036, 3.282242], [1.058937, -2.889696, 3.963232], [0.907095, -3.650599, 5.457187], [0.165286, -2.721061, 6.599290], [-0.474779, -3.972842, 5.866416], [-1.401414, -2.065477, 3.901824], [-4.979946, -1.895586, 0.675481], [-2.976676, -2.580553, 2.408258], [-3.266275, -0.849764, 3.637105], [-1.608513, -0.077316, 2.980611], [0.843513, -2.305028, 1.323973], [0.306552, -1.025773, 2.414955], [-0.840685, -3.872526, 3.136724], [1.507631, -1.884365, 4.174773], [1.748915, -3.617231, 3.449983], [1.781048, -4.337627, 5.811267], [-0.726377, -2.114905, 6.282129], [0.195128, -3.167812, 7.631662], [-0.234135, 0.563549, -7.016884], [-0.688767, 0.854029, -5.592216], [0.223680, 0.343675, -4.580609], [-0.348468, 0.329623, -3.235682], [-0.710070, 1.673782, -2.609238], [1.602655, 0.800158, -4.671145], [1.858171, 2.308228, -4.643485], [-0.031562, -0.501197, -7.157172], [-1.017186, 0.851279, -7.723007], [0.664889, 1.125738, -7.281940], [-1.661554, 0.369784, -5.461615], [-0.860226, 1.933724, -5.483341], [0.327355, -0.204486, -2.560207], [-1.255473, -0.284050, -3.262153], [0.177578, 2.227186, -2.299231], [-1.308937, 1.507672, -1.710399], [-1.300595, 2.300870, -3.281304], [2.033375, 0.403768, -5.597521], [2.192492, 0.328365, -3.878978], [1.199852, 2.856179, -5.321135], [2.886934, 2.509775, -4.958818], [1.748040, 2.721227, -3.641282], [-2.795499, 5.358996, -2.977136], [-4.297662, 5.593923, -3.068714], [-5.057294, 4.374784, -3.299166], [-6.435931, 4.618105, -3.703392], [-7.357793, 5.313782, -2.701655], [-4.866473, 3.304346, -2.325393], [-5.148243, 3.617689, -0.858491], [-2.427429, 4.812988, -3.849373], [-2.271150, 6.317229, -2.936085], [-2.523231, 4.800892, -2.078463], [-4.464776, 6.275267, -3.910145], [-4.633922, 6.123178, -2.166547], [-6.894310, 3.671000, -4.006570], [-6.415675, 5.222881, -4.618351], [-7.643779, 4.649416, -1.886569], [-8.282521, 5.614781, -3.203567], [-6.909011, 6.215392, -2.280851], [-3.831594, 2.955406, -2.401105], [-5.463152, 2.434938, -2.617861], [-4.688595, 4.553757, -0.532510], [-4.738183, 2.820816, -0.229939], [-6.217930, 3.664164, -0.653268], [7.955270, -1.979776, 4.051696], [7.288660, -3.341373, 3.906132], [5.898188, -3.350901, 4.335108], [5.351251, -4.692138, 4.502573], [5.245734, -5.576329, 3.260229], [5.016641, -2.391573, 3.681764], [4.912026, -2.444279, 2.157132], [7.844117, -1.592509, 5.067393], [9.024245, -2.064764, 3.840859], [7.543854, -1.246769, 3.353944], [7.852461, -4.042223, 4.530769], [7.400932, -3.686856, 2.869355], [4.363909, -4.622031, 4.971161], [5.971525, -5.217816, 5.238357], [4.436772, -5.256362, 2.603538], [5.020815, -6.603716, 3.560905], [6.175130, -5.601966, 2.688306], [5.341295, -1.383764, 3.961279], [4.011428, -2.474697, 4.105924], [5.889437, -2.499085, 1.672420], [4.421757, -1.536433, 1.794115], [4.307758, -3.285924, 1.819101]], "forces_ev_per_a": [[1.82, -0.38, -0.56], [-1.13, 1.24, -0.06], [-0.79, -0.14, 0.27], [-0.42, 0.16, 0.60], [1.64, -2.07, 1.73], [0.28, 1.83, 1.14], [-0.03, 1.12, -1.57], [-1.06, -2.44, 3.12], [-2.36, 2.82, 1.01], [-1.70, -4.53, -1.83], [3.74, 0.00, -0.45], [1.72, -0.63, -0.75], [-0.35, 0.26, 0.42], [-0.11, 0.16, -0.18], [-0.51, -0.36, -0.17], [-0.14, 0.16, -0.91], [-1.35, -0.33, 0.06], [0.09, -1.14, -0.29], [1.17, 0.76, -0.07], [-0.45, -0.95, -0.54], [-0.61, 1.13, -0.11], [-1.83, 1.17, -0.51], [1.89, 0.79, 0.47], [0.43, 1.34, -0.83], [0.09, 0.07, -0.07], [0.15, -0.07, -0.07], [0.04, -0.25, 0.20], [-0.24, -0.12, 0.08], [0.01, 0.16, 0.27], [0.04, -0.06, -0.33], [0.23, 0.16, 0.08], [0.03, 0.06, 0.08], [0.03, 0.02, 0.05], [-0.02, -0.06, -0.01], [0.09, 0.02, 0.26], [-0.09, 0.09, -0.07], [0.08, 0.04, -0.16], [0.05, 0.05, -0.13], [-0.02, 0.07, -0.09], [0.06, -0.02, -0.11], [0.04, -0.01, -0.03], [-0.11, 0.02, -0.03], [-0.25, -0.03, 0.08], [-0.02, -0.05, 0.04], [-0.04, -0.02, -0.01], [-0.11, 0.04, -0.07], [0.07, -0.05, 0.13], [0.10, -0.13, -0.01], [-0.29, -0.07, -0.35], [0.10, 0.10, -0.17], [-0.29, -0.01, 0.04], [0.40, -0.13, 0.12], [-0.05, -0.17, 0.25], [-0.08, -0.03, 0.06], [-0.05, -0.03, 0.02], [0.01, -0.01, -0.08], [-0.23, -0.12, 0.00], [0.05, 0.11, 0.07], [0.15, -0.05, 0.13], [0.14, 0.04, 0.06], [0.07, 0.08, 0.04], [0.04, 0.00, 0.00], [0.03, -0.05, 0.01], [-0.02, 0.09, -0.04], [-0.07, 0.19, -0.15], [-0.02, 0.00, -0.05], [-0.02, 0.04, -0.07], [0.03, 0.11, 0.04], [-0.01, 0.11, -0.08], [-0.05, 0.15, 0.04], [-0.16, -0.21, 0.27], [0.13, -0.08, 0.17], [-0.17, -0.18, -0.06], [0.09, 0.36, -0.02], [-0.17, 0.06, -0.14], [-0.07, -0.05, -0.06], [-0.06, -0.02, -0.02], [0.01, -0.01, 0.06], [-0.23, -0.12, 0.00], [0.11, -0.01, -0.08], [0.03, 0.19, -0.09], [0.10, 0.12, -0.04], [0.09, 0.01, -0.05], [0.02, 0.04, 0.00], [-0.03, 0.05, 0.01], [0.10, -0.08, 0.02], [0.13, -0.21, 0.07], [-0.01, -0.03, 0.04], [0.02, -0.06, 0.04], [0.09, -0.01, -0.05]]}

(4)
{"formula": "C22H23NO6", "method": "the ωB97M-V functional and the def2-TZVPD basis", "relative_energy_kj_mol": 229.8, "symbols": ["C", "O", "C", "C", "C", "C", "C", "C", "C", "O", "C", "C", "C", "C", "C", "C", "C", "O", "C", "O", "N", "C", "C", "C", "O", "C", "O", "C", "C", "H", "H", "H", "H", "H", "H", "H", "H", "H", "H", "H", "H", "H", "H", "H", "H", "H", "H", "H", "H", "H", "H", "H"], "positions_angstrom": [[1.756065, 0.309324, 5.282314], [1.473287, 1.263357, 4.287247], [1.118186, 0.836629, 3.046998], [0.839855, 1.835691, 2.115278], [0.468765, 1.490732, 0.832979], [0.355283, 0.164024, 0.441829], [0.013142, -0.189679, -0.991883], [-1.006431, -1.284862, -1.148931], [-2.369993, -1.255798, -1.047440], [-3.081022, -2.352524, -1.286707], [-3.184196, -0.060855, -0.777201], [-4.368304, 0.105987, -1.496118], [-5.157706, 1.220736, -1.291299], [-4.785916, 2.173689, -0.356595], [-3.625630, 1.999871, 0.379534], [-2.826481, 0.890344, 0.173513], [-0.340268, -2.474449, -1.619141], [-0.855064, -3.571253, -1.817532], [1.098187, -2.090644, -1.902727], [1.992675, -2.786661, -2.332778], [1.192044, -0.772075, -1.617908], [2.412503, -0.031425, -1.779938], [2.285427, 1.082634, -2.837493], [3.669188, 1.541334, -3.292775], [1.518608, 2.167263, -2.358533], [0.653419, -0.840921, 1.373903], [0.552701, -2.120296, 0.931345], [0.878760, -3.187763, 1.787551], [1.025332, -0.498764, 2.670624], [2.000679, 0.881163, 6.175876], [2.612457, -0.315976, 5.009831], [0.889260, -0.326898, 5.488029], [0.920803, 2.865884, 2.420050], [0.245469, 2.264380, 0.113152], [-0.276787, 0.724780, -1.523840], [-2.454181, -3.091986, -1.521492], [-4.652566, -0.641586, -2.220554], [-6.067004, 1.346448, -1.859988], [-5.403664, 3.044836, -0.196357], [-3.340964, 2.729895, 1.122652], [-1.941566, 0.745202, 0.770128], [2.713116, 0.408854, -0.820234], [3.167254, -0.755053, -2.098180], [1.720298, 0.696344, -3.692111], [3.571053, 2.373373, -3.985922], [4.260165, 1.865932, -2.437205], [4.191205, 0.730267, -3.790895], [2.022891, 2.611872, -1.666282], [0.751835, -4.085594, 1.184832], [1.916778, -3.126866, 2.128857], [0.206404, -3.231386, 2.650455], [1.244648, -1.277528, 3.381083]], "forces_ev_per_a": [[0.05, -0.17, 0.17], [-0.08, 0.15, -0.27], [-0.07, 0.20, -0.28], [0.08, 0.02, 0.30], [0.06, -0.29, 0.14], [0.10, -0.16, -0.10], [-0.30, 0.27, 0.29], [-0.36, -0.20, -0.21], [0.65, -0.10, -0.12], [-0.05, -0.12, -0.05], [-0.29, 0.07, 0.04], [0.10, -0.07, -0.01], [-0.05, 0.02, -0.04], [0.02, 0.03, 0.04], [-0.03, 0.11, 0.03], [0.03, -0.20, -0.09], [-0.84, 0.02, 0.16], [0.29, 0.05, -0.04], [0.62, -0.09, -0.27], [-0.13, -0.24, 0.01], [-0.12, 0.08, -0.13], [0.05, 0.11, -0.43], [0.56, -0.42, -0.02], [-0.42, -0.05, 0.00], [-0.25, 0.39, 0.21], [-0.09, 0.44, -0.12], [0.05, 0.39, -0.02], [0.08, -0.29, 0.18], [0.08, -0.30, 0.27], [-0.01, -0.09, -0.04], [-0.04, 0.02, 0.00], [0.04, 0.01, -0.02], [0.01, 0.14, 0.05], [-0.05, 0.08, -0.11], [0.02, -0.14, 0.12], [0.01, 0.22, 0.06], [-0.04, -0.07, -0.05], [-0.07, 0.01, -0.05], [-0.05, 0.07, 0.02], [0.02, 0.06, 0.07], [0.03, 0.00, 0.06], [0.05, -0.02, -0.06], [-0.03, 0.08, 0.09], [0.09, -0.03, 0.10], [0.02, 0.06, -0.04], [0.11, 0.03, 0.10], [0.13, -0.09, -0.04], [-0.01, -0.01, -0.04], [0.02, 0.02, 0.09], [-0.05, 0.02, -0.01], [0.04, 0.03, -0.04], [0.02, -0.08, 0.09]]}

| no. | maximum force (eV/A) | LUMO (hartree) |
| --- | --- | --- |
| 1 | 5.15 | 0.0229 |
| 2 | 2.63 | 0.0193 |
| 3 | 5.18 | 0.0901 |
| 4 | 0.85 | -0.0040 |